Entry 1:
164
Properties=species:S:1:pos:R:3:forces:R:3:lowdin_charge:R:1 method="wB97M-V/def2-TZVPD" total_energy_ev=-93907.8210 e_lumo_ev=2.2222 multiplicity=1 charge=-1 gap_ha=0.29592
C -4.160 0.935 -2.165 0.45 -0.03 -0.38 -0.13
C -3.766 -0.542 -2.153 -0.44 -0.23 -0.17 -0.26
C -4.013 -1.320 -0.843 0.21 0.21 0.21 -0.42
C -5.148 -0.653 -0.075 -0.08 -0.43 0.22 -0.16
P -2.513 -1.330 0.321 -1.90 1.75 1.45 0.67
O -1.321 -1.664 -1.057 -0.22 0.37 -0.15 -0.13
C -1.291 -2.789 -1.601 0.63 -0.67 0.09 -0.50
N -1.126 -3.845 -2.054 -0.21 -0.18 -0.38 0.11
O -1.132 -1.221 1.309 -1.05 -0.47 -0.14 -0.27
C -0.878 -2.360 2.100 1.28 0.75 -0.80 -0.27
C 0.598 -2.669 1.802 -0.50 0.15 0.90 -0.12
C 1.338 -1.360 2.076 0.34 -0.31 0.09 -0.28
C 2.796 -1.533 2.463 -0.91 0.48 -0.33 -0.57
Cl 3.764 -1.816 0.989 0.37 -0.30 0.06 0.57
C -1.940 -3.455 1.792 -0.65 0.98 -0.07 -0.46
C -2.931 -3.780 2.945 0.70 -0.13 0.75 -0.03
C -2.833 -2.880 4.152 -0.18 -0.70 -0.97 -0.23
C -1.998 -3.238 5.188 0.00 -0.22 -0.07 -0.05
C -1.868 -2.406 6.270 0.50 -0.44 0.01 -0.08
C -2.567 -1.227 6.297 0.28 0.53 1.03 -0.07
C -3.416 -0.865 5.287 -0.60 0.46 -0.62 -0.28
C -4.211 0.405 5.321 0.14 -0.10 0.09 -0.04
C -3.541 -1.705 4.197 0.00 -0.07 0.11 0.00
O -1.216 -4.670 1.481 -0.25 -0.22 -0.07 -0.04
N -2.118 -5.587 0.903 -0.22 0.01 0.28 0.00
O -1.897 -6.678 1.265 0.38 0.02 -0.23 0.06
O -2.709 -3.000 0.744 1.03 -0.45 -0.80 -0.20
H -3.758 1.371 -3.077 0.04 0.14 -0.19 0.06
H -3.715 1.493 -1.349 -0.06 0.09 0.29 0.05
H -5.231 1.091 -2.204 -0.24 0.05 0.25 0.06
H -2.738 -0.607 -2.488 0.20 -0.16 0.11 0.09
H -4.365 -1.024 -2.924 -0.03 -0.11 -0.25 0.10
H -4.364 -2.331 -1.033 0.33 -0.26 -0.34 0.11
H -5.507 -1.304 0.716 0.00 -0.15 0.22 0.06
H -6.003 -0.461 -0.717 -0.13 0.21 -0.19 0.07
H -4.819 0.268 0.398 -0.03 0.30 0.00 0.06
H -2.439 0.099 0.138 0.77 -0.20 -0.56 0.05
H -3.397 -1.032 1.411 0.17 0.05 0.15 0.02
H -0.860 -1.987 3.123 -0.53 -0.52 0.34 0.13
H 0.736 -3.033 0.794 0.08 -0.18 -0.19 0.12
H 0.931 -3.391 2.546 0.22 -0.45 -0.15 0.12
H 0.855 -0.856 2.913 -0.09 0.08 0.19 0.11
H 1.258 -0.683 1.236 -0.03 0.15 -0.19 0.11
H 2.897 -2.350 3.163 0.38 -0.27 0.00 0.07
H 3.124 -0.607 2.914 0.48 0.12 0.06 0.05
H -3.935 -3.764 2.547 -0.19 0.00 -0.28 0.13
H -2.710 -4.787 3.289 -0.10 -0.21 0.02 0.11
H -1.464 -4.168 5.099 0.22 -0.23 0.18 0.12
H -1.198 -2.685 7.064 0.10 0.06 0.31 0.10
H -2.439 -0.572 7.145 -0.07 0.18 0.19 0.11
H -3.699 1.206 4.799 0.15 0.21 -0.05 0.06
H -4.390 0.714 6.345 -0.13 0.16 0.15 0.07
H -5.151 0.252 4.807 -0.33 0.05 0.00 0.08
H -4.170 -1.460 3.360 -0.25 0.21 -0.16 0.11
C 5.389 1.383 0.724 0.03 0.09 -0.05 -0.09
C 5.612 2.734 1.385 0.15 -0.14 -0.13 -0.27
N 5.272 2.737 2.796 -0.07 0.13 0.07 -0.19
C 5.222 4.067 3.374 -0.07 0.26 0.00 -0.25
C 6.522 4.881 3.437 -0.01 0.02 0.11 -0.08
C 5.925 1.721 3.600 0.01 -0.30 0.03 -0.25
C 7.460 1.698 3.630 0.00 -0.02 0.12 -0.08
H 4.366 1.040 0.872 -0.02 -0.03 0.04 0.05
H 5.565 1.463 -0.350 -0.01 0.01 -0.01 0.06
H 6.066 0.619 1.107 -0.03 -0.03 0.00 0.06
H 4.975 3.469 0.885 0.08 0.06 0.09 0.10
H 6.652 3.051 1.200 -0.02 0.02 -0.01 0.10
H 4.802 3.991 4.381 0.03 -0.09 0.02 0.12
H 4.489 4.644 2.801 0.20 -0.10 -0.01 0.08
H 7.191 4.523 4.218 0.05 -0.04 -0.04 0.05
H 6.288 5.923 3.670 -0.02 0.00 -0.01 0.07
H 7.059 4.872 2.488 0.00 -0.02 -0.02 0.06
H 5.579 0.744 3.253 0.00 0.02 -0.08 0.09
H 5.546 1.798 4.622 -0.02 0.14 0.00 0.11
H 7.892 1.827 2.637 -0.03 0.00 -0.02 0.07
H 7.803 0.734 4.011 -0.02 -0.01 -0.01 0.07
H 7.871 2.464 4.286 0.02 0.06 -0.07 0.05
C -2.319 -10.796 -3.699 -0.02 -0.07 0.03 -0.10
C -0.972 -10.166 -3.376 -0.14 -0.08 0.12 -0.29
N -0.848 -8.808 -3.860 -0.04 0.04 -0.20 -0.20
C 0.508 -8.308 -3.796 0.34 0.00 -0.01 -0.25
C 1.148 -8.151 -2.410 0.05 0.14 0.00 -0.08
C -1.887 -7.883 -3.424 -0.31 0.03 -0.01 -0.24
C -2.073 -7.682 -1.921 -0.05 -0.03 0.05 -0.09
H -2.523 -10.751 -4.770 -0.01 0.06 0.00 0.08
H -2.317 -11.845 -3.397 0.01 0.00 0.00 0.07
H -3.137 -10.307 -3.170 -0.01 0.01 -0.01 0.06
H -0.194 -10.766 -3.858 0.08 0.09 0.01 0.11
H -0.799 -10.247 -2.291 -0.01 -0.05 -0.02 0.10
H 0.548 -7.350 -4.317 -0.09 0.11 0.02 0.11
H 1.137 -8.984 -4.387 -0.07 -0.07 0.03 0.10
H 0.754 -7.287 -1.876 -0.03 -0.05 0.01 0.06
H 2.223 -7.997 -2.519 0.03 0.00 -0.02 0.07
H 1.006 -9.037 -1.790 -0.02 0.00 -0.01 0.06
H -2.836 -8.226 -3.849 0.05 -0.07 0.00 0.10
H -1.713 -6.912 -3.890 0.19 -0.02 -0.02 0.12
H -2.040 -8.627 -1.372 0.00 0.03 -0.01 0.07
H -3.044 -7.226 -1.726 -0.01 0.04 0.00 0.08
H -1.328 -7.010 -1.506 0.06 0.01 0.03 0.04
C 2.149 4.248 1.698 -0.07 0.01 -0.06 -0.08
C 1.115 3.260 2.214 0.05 0.01 -0.17 -0.26
N 0.026 3.889 2.941 0.04 0.08 0.28 -0.20
C -0.804 2.934 3.658 -0.10 -0.18 0.07 -0.24
C -1.598 1.926 2.822 -0.06 -0.06 0.13 -0.08
C -0.685 4.933 2.228 0.02 0.15 -0.23 -0.25
C -1.337 4.564 0.886 -0.09 0.15 0.08 -0.08
H 2.540 4.863 2.511 -0.16 0.01 -0.04 0.07
H 2.982 3.703 1.252 -0.10 0.00 0.05 0.05
H 1.741 4.907 0.930 -0.02 0.01 0.00 0.07
H 1.619 2.572 2.899 -0.08 -0.04 0.05 0.12
H 0.760 2.649 1.370 0.04 -0.03 0.00 0.11
H -1.492 3.482 4.310 0.02 0.13 -0.08 0.11
H -0.149 2.379 4.338 0.09 0.00 -0.08 0.11
H -2.466 2.379 2.343 0.02 0.01 -0.05 0.06
H -1.973 1.128 3.466 0.06 -0.05 -0.05 0.06
H -0.990 1.450 2.054 -0.03 -0.06 -0.01 0.06
H 0.010 5.759 2.052 0.08 -0.07 -0.02 0.10
H -1.443 5.352 2.895 -0.03 -0.14 0.07 0.11
H -0.680 3.957 0.262 0.00 -0.02 0.02 0.08
H -1.570 5.472 0.328 0.03 0.03 0.03 0.05
H -2.273 4.026 1.024 0.04 -0.10 -0.05 0.06
C 5.976 0.609 -3.320 0.05 0.00 0.02 -0.10
C 5.208 -0.670 -3.020 0.15 0.04 -0.04 -0.28
N 3.934 -0.748 -3.706 -0.13 -0.02 0.04 -0.19
C 3.084 -1.820 -3.210 -0.19 -0.03 0.17 -0.24
C 3.557 -3.260 -3.400 0.02 -0.09 -0.08 -0.08
C 3.983 -0.593 -5.146 0.11 0.16 -0.19 -0.25
C 4.851 -1.572 -5.951 -0.08 0.01 -0.11 -0.09
H 5.367 1.488 -3.101 -0.04 -0.01 -0.04 0.08
H 6.873 0.653 -2.701 0.00 -0.01 0.01 0.07
H 6.297 0.662 -4.362 -0.01 0.01 0.00 0.06
H 5.009 -0.699 -1.945 -0.09 -0.09 -0.01 0.10
H 5.861 -1.531 -3.238 0.03 0.02 0.03 0.10
H 2.090 -1.715 -3.651 0.03 0.07 -0.08 0.12
H 2.939 -1.653 -2.141 0.06 0.08 0.07 0.09
H 3.443 -3.597 -4.430 0.06 0.00 -0.02 0.05
H 2.952 -3.918 -2.780 -0.07 -0.06 0.06 0.07
H 4.599 -3.396 -3.104 0.00 0.02 0.00 0.06
H 4.328 0.422 -5.365 0.05 -0.01 0.06 0.10
H 2.960 -0.622 -5.527 -0.05 -0.10 0.10 0.11
H 5.825 -1.736 -5.487 -0.01 0.01 0.03 0.06
H 5.030 -1.167 -6.950 0.00 0.02 0.01 0.07
H 4.366 -2.538 -6.081 0.05 -0.04 0.08 0.05
C -4.296 10.132 -1.171 0.03 0.03 0.01 -0.09
C -3.810 8.691 -1.140 0.08 0.15 -0.06 -0.28
N -4.744 7.759 -1.742 -0.08 -0.12 0.05 -0.20
C -4.419 6.368 -1.473 0.03 -0.19 0.16 -0.24
C -3.111 5.805 -2.039 -0.08 -0.10 -0.08 -0.09
C -5.146 8.063 -3.102 -0.09 0.20 -0.17 -0.25
C -4.051 8.172 -4.173 -0.08 -0.05 -0.09 -0.08
H -5.278 10.221 -0.706 -0.03 -0.03 -0.03 0.08
H -3.600 10.766 -0.620 0.01 0.00 0.01 0.07
H -4.357 10.524 -2.187 -0.01 0.00 0.00 0.06
H -3.677 8.401 -0.095 0.00 -0.12 -0.02 0.12
H -2.811 8.646 -1.604 0.01 0.02 0.04 0.10
H -5.249 5.745 -1.815 -0.03 0.07 -0.08 0.11
H -4.399 6.242 -0.385 0.03 0.10 0.02 0.11
H -3.175 5.622 -3.111 0.03 0.07 -0.02 0.06
H -2.896 4.846 -1.566 0.00 -0.01 0.00 0.06
H -2.261 6.461 -1.848 0.00 0.02 -0.01 0.06
H -5.700 9.005 -3.088 0.05 0.03 0.06 0.10
H -5.881 7.318 -3.415 0.06 -0.11 0.07 0.11
H -3.190 8.745 -3.825 0.00 0.00 0.03 0.07
H -4.449 8.685 -5.052 -0.01 0.01 0.01 0.07
H -3.702 7.196 -4.505 0.08 0.00 0.06 0.05

Entry 2:
80
Properties=species:S:1:pos:R:3:forces:R:3:mulliken_spin:R:1 method="wB97M-V/def2-TZVPD" total_energy_ev=-118378.3473 e_lumo_ev="-3.3153 / -4.0088" multiplicity=2 s2=0.76 charge=+1 relative_energy_kj_mol=23.7 gap_ha="0.26812 / 0.24301"
Cu -1.531 -0.477 -0.298 -0.53 0.53 0.26 0.45
C -5.861 3.496 -0.037 0.20 0.10 -0.05 0.00
C -4.445 4.030 -0.233 -0.38 0.09 -0.22 0.00
N -3.476 3.258 0.515 0.00 0.09 0.19 0.02
C -3.103 2.033 0.144 0.29 -0.72 0.02 -0.03
S -2.193 1.103 1.286 0.36 -0.52 0.01 0.26
N -3.462 1.584 -1.033 -1.00 1.37 -0.58 0.01
N -2.968 0.418 -1.393 0.59 -1.23 0.08 0.08
C -3.435 -0.231 -2.416 -0.29 1.38 0.59 0.02
C -4.564 0.289 -3.238 0.08 0.08 0.06 0.01
C -2.772 -1.484 -2.688 0.34 -0.91 -0.32 -0.01
C -3.041 -2.256 -3.821 -0.01 0.39 0.44 0.00
C -2.355 -3.438 -4.010 0.31 -0.12 0.31 0.00
C -1.432 -3.838 -3.051 -0.30 0.01 -0.16 0.00
C -1.244 -3.037 -1.937 0.22 -0.43 -0.11 0.00
N -1.874 -1.886 -1.766 0.03 0.15 0.01 0.05
H -6.573 4.127 -0.560 -0.13 0.05 -0.07 0.00
H -6.122 3.482 1.019 -0.06 0.01 0.08 0.00
H -5.932 2.483 -0.428 -0.05 -0.05 -0.01 0.00
H -4.373 5.063 0.107 0.04 -0.03 -0.07 0.00
H -4.170 3.983 -1.290 0.00 0.11 0.15 0.00
H -3.303 3.514 1.476 0.06 -0.09 -0.09 0.00
H -4.879 1.242 -2.822 -0.04 -0.02 -0.07 0.00
H -5.407 -0.401 -3.223 -0.03 -0.08 -0.05 0.00
H -4.254 0.440 -4.270 -0.02 -0.03 -0.12 0.00
H -3.783 -1.922 -4.524 -0.09 0.06 -0.13 0.00
H -2.542 -4.047 -4.881 -0.01 -0.05 -0.08 0.00
H -0.896 -4.767 -3.150 0.10 -0.09 0.03 0.00
H -0.575 -3.340 -1.142 0.04 -0.01 -0.08 0.00
C 1.977 -1.961 -1.432 0.14 -0.28 -0.17 0.00
N 1.787 -0.933 -0.395 -0.27 0.32 -0.30 0.03
P 1.804 0.619 -1.299 0.22 0.15 0.60 0.00
C 3.595 0.984 -1.299 -0.08 -0.14 -0.28 0.00
C 4.586 0.291 -0.618 -0.10 0.01 -0.05 0.00
C 5.891 0.758 -0.640 0.18 0.00 0.03 0.00
C 6.217 1.904 -1.346 0.05 0.00 0.01 0.00
C 5.236 2.579 -2.057 0.01 0.06 -0.01 0.00
C 3.935 2.116 -2.037 -0.04 -0.10 -0.01 0.00
C 1.352 1.873 -0.040 -0.11 -0.12 -0.40 -0.01
C 0.284 2.702 -0.371 0.02 -0.13 -0.05 0.00
C -0.078 3.747 0.460 0.02 0.21 0.08 0.00
C 0.624 3.961 1.634 -0.17 0.02 -0.13 0.00
C 1.716 3.166 1.947 0.16 -0.08 0.13 0.00
C 2.096 2.139 1.105 -0.01 0.12 0.02 0.00
P 0.463 -1.124 0.657 0.80 -0.36 0.59 0.10
C 1.102 -0.517 2.254 -0.34 0.04 -0.09 0.01
C 2.452 -0.677 2.551 -0.10 -0.03 -0.07 0.00
C 2.915 -0.362 3.812 0.10 0.00 0.06 0.00
C 2.040 0.099 4.783 -0.03 0.04 0.03 0.00
C 0.691 0.225 4.499 0.01 0.01 0.09 0.00
C 0.219 -0.088 3.237 0.05 -0.02 -0.24 0.01
C 0.444 -2.885 1.134 -0.28 0.08 -0.22 -0.01
C 1.581 -3.677 1.268 -0.06 0.02 0.00 0.00
C 1.462 -4.974 1.730 0.08 -0.02 0.06 0.00
C 0.225 -5.473 2.110 -0.08 0.05 0.03 0.00
C -0.905 -4.674 2.017 -0.04 -0.17 0.11 0.00
C -0.796 -3.389 1.519 0.11 0.16 -0.17 0.00
H 2.990 -1.856 -1.829 -0.07 -0.08 0.01 0.00
H 1.279 -1.841 -2.267 -0.01 0.01 -0.03 0.00
H 1.863 -2.967 -1.029 0.09 0.12 -0.05 0.00
H 4.348 -0.611 -0.074 -0.08 -0.07 0.08 0.00
H 6.662 0.226 -0.102 0.04 -0.06 0.03 0.00
H 7.233 2.271 -1.353 0.06 -0.02 0.01 0.00
H 5.485 3.462 -2.626 0.03 0.07 -0.04 0.00
H 3.166 2.633 -2.595 -0.05 0.12 -0.06 0.00
H -0.259 2.524 -1.291 -0.07 0.00 -0.04 0.00
H -0.902 4.393 0.189 -0.04 0.01 0.01 0.00
H 0.329 4.755 2.303 0.01 0.14 0.05 0.00
H 2.286 3.360 2.843 0.04 0.01 0.09 0.00
H 2.975 1.556 1.331 0.05 -0.02 0.01 0.00
H 3.133 -1.037 1.794 0.04 0.02 -0.05 0.00
H 3.961 -0.483 4.047 0.12 0.01 0.00 0.00
H 2.409 0.356 5.763 0.05 0.00 0.14 0.00
H 0.007 0.556 5.265 -0.08 0.07 0.05 0.00
H -0.831 0.016 3.014 -0.05 -0.04 0.10 0.00
H 2.556 -3.286 1.022 0.10 0.05 -0.05 0.00
H 2.342 -5.594 1.814 0.06 -0.04 0.02 0.00
H 0.149 -6.477 2.497 -0.03 -0.11 0.01 0.00
H -1.864 -5.052 2.340 -0.05 -0.02 -0.02 0.00
H -1.669 -2.753 1.426 -0.14 -0.07 0.05 0.00